# 1
{"formula": "C2H4N2O2S2", "method": "ωB97M-V/def2-TZVPD", "species": ["O", "C", "N", "O", "N", "S", "C", "S", "H", "H", "H", "H"], "coordinates": [[1.86301, 1.23589, -0.60771], [0.73720, 0.83066, -0.30078], [-0.33005, 1.57234, 0.08858], [-1.49683, 1.19257, 0.89704], [0.43519, -0.60287, -0.15289], [1.73937, -1.57296, 0.48811], [-0.65808, -1.42578, -0.32657], [-2.39972, -1.05950, -0.21170], [0.05302, 2.56791, 0.65606], [-2.11765, 0.87560, 0.07538], [2.71804, -1.08347, -0.49691], [-0.54350, -2.53039, -0.10860]], "de_lowest_ev": 4.016, "e_homo_ha": -0.3292, "smiles": "O=C(NO)N(S)C=S", "lumo_ev": -0.808}


# 2
{"formula": "C2H4N2O3", "method": "ωB97M-V/def2-TZVPD", "species": ["O", "N", "C", "O", "C", "N", "O", "H", "H", "H", "H"], "coordinates": [[2.81656, -0.78946, -0.08278], [1.43574, -0.45526, 0.19596], [1.23953, 0.78768, -0.00882], [-0.02651, 1.34219, 0.00703], [-1.22624, 0.71379, -0.00670], [-1.42422, -0.55303, -0.06229], [-2.76948, -0.72280, -0.00411], [2.63554, -1.78762, -0.02441], [2.06451, 1.47767, -0.27245], [-2.03848, 1.41147, 0.11220], [-2.98649, -1.69175, -0.01908]], "de_lowest_ev": 5.548, "e_homo_ha": -0.3363, "smiles": "O/N=C/O/C=N/O", "lumo_ev": 0.933}


# 3
{"formula": "C2H4N2OS", "method": "ωB97M-V/def2-TZVPD", "species": ["C", "C", "H", "H", "H", "H", "N", "N", "O", "S"], "coordinates": [[1.27840, 0.23472, 0.09019], [-0.94932, -0.56311, -0.36366], [-1.68854, 1.64818, 0.69831], [1.79946, 1.36070, 0.62247], [1.44433, -1.93210, -0.35828], [-0.24675, -1.52179, -0.36229], [-0.21566, 0.40550, -0.38175], [1.90084, -0.87959, 0.12412], [-0.68509, 1.69685, -0.15789], [-2.63768, -0.44937, 0.08879]], "de_lowest_ev": 7.310, "e_homo_ha": -0.3239, "lumo_ev": -0.074}


# 4
{"formula": "C2H4N2OS", "method": "ωB97M-V/def2-TZVPD", "species": ["H", "N", "C", "N", "S", "C", "O", "H", "H", "H"], "coordinates": [[0.13660, 0.24986, 2.14012], [-0.13638, -0.19114, 1.25242], [0.41849, 0.35060, 0.23446], [1.39561, 1.33092, 0.12391], [-0.03890, -0.36042, -1.41391], [-1.44375, -1.36307, -0.91964], [-2.03984, -2.01026, -1.75549], [1.68881, 1.59451, -0.80843], [1.69053, 1.75018, 1.00450], [-1.67117, -1.35118, 0.14206]], "de_lowest_ev": 1.370, "e_homo_ha": -0.3564, "smiles": "[H]/N=C(\\N)SC=O", "lumo_ev": 0.528}


# 5
{"formula": "C2H4N2OS", "method": "ωB97M-V/def2-TZVPD", "species": ["C", "C", "N", "N", "O", "S", "H", "H", "H", "H"], "coordinates": [[-0.74341, 0.66293, 0.10663], [1.04565, -1.06467, 0.17785], [-0.25864, -0.48358, 0.31774], [-0.29267, 1.81508, 0.09251], [3.26357, 0.34352, -0.69469], [2.32795, 0.19901, 0.42716], [-1.83027, 0.64036, -0.04586], [1.07710, -1.63158, 1.02512], [1.32517, -1.57784, -0.66777], [-0.83720, 2.61895, -0.19558]], "de_lowest_ev": 5.468, "e_homo_ha": [-0.3186, -0.3511], "lumo_ev": [-2.144, -0.880]}


# 6
{"formula": "C2H4N2OS", "method": "ωB97M-V/def2-TZVPD", "species": ["N", "N", "C", "O", "C", "S", "H", "H", "H", "H"], "coordinates": [[1.13313, -0.12639, 1.13999], [0.34999, 0.99122, 1.06674], [-0.34955, 1.15354, 0.02899], [-0.27623, 0.31233, -1.08519], [-0.91685, -0.86758, -0.97982], [-0.87699, -1.99988, -2.11951], [1.87428, -0.01430, 1.82905], [1.51442, -0.45567, 0.24425], [-0.97989, 2.00530, -0.07184], [-1.47232, -0.99857, -0.05267]], "de_lowest_ev": 2.882, "e_homo_ha": -0.3368, "smiles": "N/N=C\\OC=S", "lumo_ev": 0.164}


# 7
{"formula": "C2H4N2OS", "method": "ωB97M-V/def2-TZVPD", "species": ["C", "C", "N", "N", "O", "S", "H", "H", "H", "H"], "coordinates": [[0.49045, 1.20540, -0.26800], [0.91985, 2.23123, 0.38869], [0.17896, 0.16150, -0.80829], [-0.68763, -2.82276, -0.53524], [-0.89225, -1.32338, 1.48633], [-0.02531, -1.90939, 0.47627], [0.41477, 2.55982, 1.27776], [1.77705, 2.79061, 0.06871], [-0.49681, 0.11519, -1.56240], [-1.67908, -3.00822, -0.52384]], "de_lowest_ev": 3.445, "e_homo_ha": -0.3474, "lumo_ev": 0.228}


# 8
{"formula": "C2H4N2OS", "method": "ωB97M-V/def2-TZVPD", "species": ["C", "C", "N", "N", "O", "S", "H", "H", "H", "H"], "coordinates": [[0.35761, -0.51362, 0.97861], [-0.10889, 0.77678, 0.46990], [0.40655, -1.56028, 0.22026], [-0.81123, 0.63559, -0.80752], [1.00281, -0.91071, -2.14294], [-0.17022, -1.21228, -1.35520], [0.99131, -0.54728, 1.85974], [-0.77250, 1.38808, 1.14088], [0.88443, 1.33189, 0.19761], [-1.77986, 0.61184, -0.56133]], "de_lowest_ev": 3.185, "e_homo_ha": -0.3518, "lumo_ev": 0.317}


# 9
{"formula": "C2H4N2OS2", "method": "ωB97M-V/def2-TZVPD", "species": ["C", "C", "N", "N", "O", "S", "S", "H", "H", "H", "H"], "coordinates": [[-0.68713, -1.27173, -0.35717], [0.74189, 0.44034, -0.44179], [0.47353, -0.87309, -0.45215], [1.83258, 0.78327, 0.27379], [-2.77194, -0.58334, 1.04903], [-0.98685, 1.41490, 0.17841], [-2.20278, -0.17231, -0.22430], [-0.89889, -2.38047, -0.21534], [0.70137, 0.74055, -1.47732], [1.90832, 1.71691, 0.55459], [1.88991, 0.18497, 1.11224]], "de_lowest_ev": 2.090, "e_homo_ha": -0.3376, "lumo_ev": 0.123}


# 10
{"formula": "C2H4N2OS2", "method": "ωB97M-V/def2-TZVPD", "species": ["N", "N", "C", "O", "C", "S", "S", "H", "H", "H", "H"], "coordinates": [[0.10247, -0.73090, -1.76619], [-0.94089, -0.25691, -0.70198], [-0.35971, -0.05245, 0.53724], [-1.23558, -0.19632, 1.47806], [1.03929, 0.27146, 0.87428], [2.17744, -0.81933, 0.58726], [1.40379, 1.64455, 1.89042], [-0.34548, -1.86089, -1.99008], [0.04075, 0.05283, -2.48480], [-1.98931, -0.23269, -0.51657], [0.10723, 2.18066, 2.09236]], "de_lowest_ev": 3.618, "e_homo_ha": -0.3252, "smiles": "NNC(=O)C(=S)S", "lumo_ev": -0.641}


# 11
{"formula": "C2H4N2P2", "method": "ωB97M-V/def2-TZVPD", "species": ["P", "N", "C", "P", "C", "N", "H", "H", "H", "H"], "coordinates": [[-0.75597, -1.85742, 0.10099], [0.14571, -0.43672, 0.11838], [1.04670, 0.06732, 1.10377], [1.17570, 1.75537, 0.85798], [0.14174, 1.64884, -0.61902], [-0.31554, 0.51033, -0.81737], [-0.60694, -2.27837, -1.33925], [-2.04740, -1.40641, -0.18427], [1.33770, -0.54927, 1.90472], [-0.12169, 2.54634, -1.12593]], "de_lowest_ev": 0.466, "e_homo_ha": -0.3341, "smiles": "Pn1cpcn1", "lumo_ev": 0.477}


# 12
{"formula": "C2H4N2P2", "method": "ωB97M-V/def2-TZVPD", "species": ["C", "C", "N", "N", "P", "P", "H", "H", "H", "H"], "coordinates": [[1.08242, -0.01918, 1.33387], [0.86829, -0.47923, -0.98474], [-0.16360, -0.00416, 1.26565], [-0.35556, -0.36144, -0.47275], [2.20950, -0.09161, -0.05602], [-1.82797, 0.12352, -1.07166], [1.49002, 0.38131, 2.24006], [0.98571, -0.49884, -2.02096], [-1.61821, 1.31875, -0.35960], [-2.67060, -0.36912, 0.12615]], "de_lowest_ev": 1.841, "e_homo_ha": -0.3108, "lumo_ev": 0.432}


# 13
{"formula": "C2H4N2S", "method": "ωB97M-V/def2-TZVPD", "species": ["C", "C", "N", "N", "S", "H", "H", "H", "H"], "coordinates": [[2.83047, -0.00084, -0.09516], [-0.62454, 0.37858, 0.39151], [3.68850, 0.59813, 0.34353], [1.44069, -1.12748, -0.78188], [0.27204, -1.19717, 0.45613], [0.10038, 1.21214, 0.76511], [-1.45122, 0.31006, 1.21249], [-0.91925, 0.48346, -0.71611], [1.90166, -1.95130, -1.11090]], "de_lowest_ev": 3.642, "e_homo_ha": -0.3420, "lumo_ev": -0.659}


# 14
{"formula": "C2H4N2S2", "method": "ωB97M-V/def2-TZVPD", "species": ["H", "N", "C", "N", "C", "S", "S", "H", "H", "H"], "coordinates": [[-0.42002, -1.44345, 1.50496], [-0.97884, -0.73113, 0.93306], [-0.48785, 0.04174, 0.07535], [-1.22813, 0.86041, -0.85933], [1.05707, 0.32533, -0.07175], [1.87453, 1.72899, 0.29113], [2.03961, -1.11760, -0.22892], [-2.03299, 0.60744, -0.20826], [-1.08579, 2.03818, -0.65062], [1.26241, -2.30989, -0.78561]], "de_lowest_ev": 3.200, "e_homo_ha": -0.3357, "smiles": "[H]/N=C(/N)C(=S)S", "lumo_ev": -0.832}


# 15
{"formula": "C2H4N2S2", "method": "ωB97M-V/def2-TZVPD", "species": ["C", "C", "H", "H", "H", "H", "N", "N", "S", "S"], "coordinates": [[0.35320, 0.02875, -0.22239], [-1.02373, 0.53591, -0.26142], [2.13718, -0.29374, 0.88498], [1.36314, 1.72520, 0.66951], [0.21037, -1.56661, -1.14944], [-1.47677, -1.75588, 0.33307], [1.12060, 0.65612, 0.68687], [0.90656, -0.90053, -0.79246], [-2.38492, -0.63632, 0.13747], [-1.20562, 2.20710, -0.28618]], "de_lowest_ev": 3.917, "e_homo_ha": -0.3365, "lumo_ev": -0.993}


# 16
{"formula": "C2H4N2S2", "method": "ωB97M-V/def2-TZVPD", "species": ["S", "C", "N", "C", "N", "S", "H", "H", "H", "H"], "coordinates": [[-3.40461, -0.26049, -0.01473], [-1.97275, 0.46857, 0.01443], [-0.82772, -0.27675, 0.12103], [0.46761, 0.25400, 0.03499], [1.42583, -0.54809, -0.03685], [3.00639, 0.01085, 0.00365], [-1.77373, 1.55438, -0.16092], [-0.97357, -1.30999, 0.02733], [0.48327, 1.32898, 0.07396], [3.56926, -1.22148, -0.06290]], "de_lowest_ev": 1.515, "e_homo_ha": -0.3152, "smiles": "S=CN/C=N/S", "lumo_ev": 0.104}


# 17
{"formula": "C2H4N2S2", "method": "ωB97M-V/def2-TZVPD", "species": ["C", "C", "N", "N", "S", "S", "H", "H", "H", "H"], "coordinates": [[-1.60095, -0.00711, -0.02206], [0.90031, 0.87050, 0.26926], [-0.10574, -1.08301, 0.35390], [0.96034, -0.38788, -0.24138], [-3.05456, -0.63133, -0.13248], [-0.83124, 1.46199, -0.03962], [1.13045, 0.72481, 1.27106], [1.55709, 1.63621, -0.15775], [-0.30008, -1.87772, -0.16138], [1.34437, -0.70646, -1.13955]], "de_lowest_ev": 3.538, "e_homo_ha": -0.2893, "lumo_ev": 0.210}


# 18
{"formula": "C2H4N2S2", "method": "ωB97M-V/def2-TZVPD", "species": ["H", "N", "C", "N", "C", "S", "S", "H", "H", "H"], "coordinates": [[0.06809, 1.85597, 1.39672], [-0.45975, 1.33919, 0.73255], [0.19051, 0.29576, 0.30482], [1.44203, -0.00888, 0.70143], [-0.56078, -0.60500, -0.63740], [0.23786, -1.86447, -1.39264], [-2.19693, -0.02205, -0.84252], [1.96488, -0.69721, 0.21706], [2.01739, 0.68056, 1.13167], [-2.70331, -0.97387, -1.61168]], "de_lowest_ev": 1.052, "e_homo_ha": -0.3338, "smiles": "[H]/N=C(\\N)C(=S)S", "lumo_ev": -1.004}


# 19
{"formula": "C2H4N2S2", "method": "ωB97M-V/def2-TZVPD", "species": ["C", "N", "S", "C", "N", "S", "H", "H", "H", "H"], "coordinates": [[2.96939, 0.03214, -0.09004], [1.70925, 0.34712, 0.03977], [0.52316, -0.89662, 0.05020], [-0.72108, 0.23307, -0.00566], [-0.41134, 1.51100, -0.08873], [-2.32989, -0.26136, -0.02615], [3.44720, -0.95438, -0.17448], [3.52673, 0.95406, 0.04678], [0.52832, 1.71835, 0.38968], [-1.16977, 2.21160, 0.27004]], "de_lowest_ev": 2.083, "e_homo_ha": -0.3060, "smiles": "C=NSC(N)=S", "lumo_ev": 0.086}


# 20
{"formula": "C2H4N3", "method": "ωB97M-V/def2-TZVPD", "species": ["H", "N", "C", "N", "N", "C", "H", "H", "H"], "coordinates": [[-2.39389, 1.19618, -0.21500], [-1.45722, 0.70361, -0.14993], [-1.39200, -0.50438, 0.14155], [-0.09904, -1.02430, -0.05311], [0.86476, -0.39588, -0.00750], [1.91478, 0.25858, 0.00677], [-2.09188, -1.18324, 0.48867], [2.68123, 0.22896, 0.70229], [1.97325, 0.72047, -0.91374]], "de_lowest_ev": 3.478, "e_homo_ha": -0.5952, "smiles": "[H]/N=C/N=[N+]=C", "lumo_ev": -6.382, "charge": 1}


| no. | total energy (hartree) |
| --- | --- |
| 1 | -1134.809536 |
| 2 | -413.687828 |
| 3 | -661.316905 |
| 4 | -661.535168 |
| 5 | -661.384599 |
| 6 | -661.479614 |
| 7 | -661.458947 |
| 8 | -661.468481 |
| 9 | -1059.666462 |
| 10 | -1059.610301 |
| 11 | -870.755178 |
| 12 | -870.704646 |
| 13 | -586.160549 |
| 14 | -984.397301 |
| 15 | -984.370941 |
| 16 | -984.459209 |
| 17 | -984.384863 |
| 18 | -984.476231 |
| 19 | -984.438354 |
| 20 | -242.471584 |